[1]
58
Properties=species:S:1:pos:R:3:forces:R:3 method="wB97M-V/def2-TZVPD" total_charge=+1 e_lumo_ev=-2.41 e_tot_ev=-42983.2680
Pt -0.71144 -0.89584 0.27917 -0.09 -0.02 -0.01
N -1.34821 -1.29404 3.29757 -0.04 0.02 0.07
C -2.01167 -2.54787 2.98432 0.05 -0.01 -0.02
C -3.08613 -2.38591 1.91750 -0.03 -0.01 0.04
N -2.65467 -1.89180 0.58194 0.23 0.16 -0.07
C -2.60974 -2.96062 -0.43571 0.04 -0.06 0.00
C -1.35572 -3.80281 -0.24136 -0.05 0.04 0.04
N -0.15454 -2.93651 -0.29048 -0.04 0.05 -0.15
H -0.61313 -1.42014 3.98079 0.01 -0.06 0.01
H -2.00174 -0.62329 3.68572 -0.01 -0.02 0.04
H -2.51361 -3.00335 3.84765 -0.01 -0.08 -0.03
H -1.25710 -3.26323 2.64792 0.03 0.05 0.02
H -3.85630 -1.71071 2.29555 0.04 0.06 -0.01
H -3.56599 -3.35865 1.77517 -0.08 0.03 0.07
H -3.29978 -1.16693 0.29156 -0.12 -0.13 -0.10
H -2.59412 -2.48471 -1.41702 0.01 -0.02 -0.01
H -3.49209 -3.60672 -0.38267 -0.01 0.01 0.01
H -1.31715 -4.59736 -0.98828 0.00 0.01 -0.01
H -1.38490 -4.28186 0.73681 0.00 -0.01 -0.02
H 0.16342 -2.82874 -1.24679 0.03 -0.10 -0.02
H 0.62047 -3.34326 0.22335 -0.02 0.03 0.03
Cl 1.33726 6.10360 0.41818 0.00 0.01 0.00
C 0.44192 4.62161 0.57248 0.00 -0.02 0.00
C -0.71614 4.43869 -0.16343 -0.01 0.00 0.00
C -1.39912 3.23429 -0.05752 -0.03 0.03 0.08
C -0.94960 2.20332 0.76849 0.01 0.04 -0.06
C -1.64462 0.88128 0.80123 0.28 -0.09 0.07
C 0.19636 2.43991 1.52882 0.02 0.02 0.00
C 0.89426 3.63250 1.43393 -0.01 0.02 0.02
H -1.08064 5.23134 -0.80312 0.01 0.00 -0.01
H -2.31011 3.09424 -0.63017 0.01 -0.01 -0.02
H -2.55045 0.95824 0.18658 -0.06 0.01 0.06
H -1.94347 0.66651 1.83378 -0.06 0.09 -0.13
H 0.56694 1.65848 2.18251 0.00 0.00 -0.02
H 1.79036 3.79728 2.01710 0.00 0.00 0.00
C 2.45570 1.22580 -3.59229 -0.02 0.02 0.00
N 1.09123 1.08996 -3.01507 0.05 0.02 0.01
C 0.58252 -0.29656 -3.17166 0.04 -0.01 0.02
C 1.00752 1.57694 -1.56624 -0.02 0.01 -0.02
C 1.81326 0.76049 -0.61002 -0.08 -0.03 -0.12
C 3.15097 1.11374 -0.40732 0.01 -0.05 -0.07
C 3.94980 0.42066 0.48106 -0.02 -0.01 0.00
C 3.39307 -0.64622 1.17498 0.00 0.02 0.01
C 2.06083 -0.97911 0.98851 0.07 0.03 -0.03
C 1.20565 -0.27949 0.11308 -0.09 0.02 0.35
H 2.42907 0.93032 -4.63832 0.00 0.00 0.00
H 3.12575 0.58058 -3.03131 0.00 0.00 -0.01
H 2.77674 2.26027 -3.50094 0.00 0.00 0.00
H 0.47283 1.70948 -3.53749 -0.01 -0.02 -0.01
H 1.27437 -0.95463 -2.65122 -0.01 -0.01 -0.01
H 0.54304 -0.53900 -4.23116 -0.01 0.00 0.00
H -0.39460 -0.36782 -2.69827 0.00 0.00 0.00
H -0.04673 1.53231 -1.31045 0.01 -0.04 -0.07
H 1.33064 2.61817 -1.60329 -0.02 0.01 0.05
H 3.56542 1.96049 -0.94545 -0.01 0.02 0.03
H 4.97809 0.71377 0.64289 0.00 -0.01 -0.01
H 3.99080 -1.20055 1.88795 0.01 -0.01 -0.01
H 1.65522 -1.78656 1.59047 -0.01 0.03 0.02

---

[2]
13
Properties=species:S:1:pos:R:3:forces:R:3 method="wB97M-V/def2-TZVPD" total_charge=0 e_lumo_ev=0.56 e_tot_ev=-9271.9759
H 2.56494 -1.39832 0.65990 0.11 0.27 -0.02
N 1.59825 -1.11555 0.55457 0.00 0.33 -0.12
C 1.43074 0.09895 0.23536 0.13 -0.37 0.04
C 2.51379 1.05719 -0.00641 0.91 0.55 -0.19
N 3.43873 1.71627 -0.23194 -1.11 -0.70 0.31
O 0.22116 0.62680 0.02078 0.20 -0.14 0.00
C -0.80603 -0.38815 -0.03208 -0.22 -0.21 -0.01
C -2.15217 0.25278 -0.26647 -0.02 0.04 0.01
H -0.53029 -1.07116 -0.84443 -0.12 0.07 0.14
H -0.77905 -0.96254 0.89861 -0.05 0.11 -0.15
H -2.13433 0.91342 -1.13710 0.00 -0.07 0.10
H -2.87561 -0.54804 -0.45768 0.08 0.17 0.05
H -2.49013 0.81836 0.60689 0.08 -0.04 -0.15